1.
22
Properties=species:S:1:pos:R:3 method="wB97M-V/def2-TZVPD" multiplicity=1 homo_lumo_gap_ev=8.782 total_energy_ha=-1452.60507 total_charge=+2 relative_energy_ev=0.000
H -1.913 0.968 -1.094
O -0.385 -1.612 -0.867
C 1.866 -0.896 -1.720
C 0.829 1.159 1.884
O 0.013 1.520 0.537
H 1.498 -0.036 -2.306
H -2.969 1.769 0.545
Sc 2.468 -0.493 0.284
H -1.329 2.688 1.481
C -0.329 -1.430 0.429
C -1.129 2.050 0.609
H 1.181 -2.912 -1.248
H -2.496 2.577 -0.889
H 0.332 -2.196 -2.634
Li -0.456 -1.030 2.790
C -2.201 1.683 -0.320
O -1.386 -1.100 1.025
O 2.001 1.082 1.563
O 0.786 -1.465 1.057
C 0.793 -1.970 -1.662
O 0.124 0.971 2.835
H 2.700 -1.328 -2.299

---

2.
17
Properties=species:S:1:pos:R:3 method="wB97M-V/def2-TZVPD" multiplicity=1 homo_lumo_gap_ev=8.440 total_energy_ha=-1283.29533 smiles="O=C1OC(=O)C(CP(=O)(O)O)=C1I" relative_energy_ev=6.777
P -2.030 0.020 0.264
C 0.777 0.226 -0.295
I 1.765 -2.211 -2.416
C 2.986 -0.656 0.389
C 1.446 0.971 1.026
O -2.994 1.416 0.725
H -0.794 1.579 -1.463
O 4.177 -1.270 0.439
C 1.774 -0.802 -0.737
H -0.765 -0.281 -1.909
O -1.382 -0.522 1.634
H -2.456 -2.143 -0.081
C -0.666 0.495 -1.026
O -3.022 -1.332 -0.320
O 0.837 2.095 1.412
H -2.295 2.151 0.844
O 2.641 0.264 1.514

---

3.
160
Properties=species:S:1:pos:R:3 method="wB97M-V/def2-TZVPD" multiplicity=1 homo_lumo_gap_ev=6.708 total_energy_ha=-4204.27099 smiles="CCOCCCCCc1cc2c(cc1COC(F)(F)F)C(=O)N(CCCCCCCCOC)C2=O.CN(C)P(=O)(N(C)C)N(C)C.CN(C)P(=O)(N(C)C)N(C)C.CN(C)P(=O)(N(C)C)N(C)C"
H 10.404 5.901 -3.387
H -7.243 2.500 -1.283
C -4.557 0.904 0.382
H 5.988 8.622 -5.716
H -1.655 -7.022 -3.344
H -5.431 2.740 -1.475
O -8.686 5.499 -0.155
C 1.696 2.809 3.009
O 0.713 -0.099 4.233
H -8.342 -10.636 4.476
C 0.387 0.265 3.080
C -1.877 -0.256 2.730
H 3.136 6.029 1.955
O -0.748 -0.209 -0.356
C -0.324 -3.762 1.386
C 0.882 1.634 2.439
H -5.822 -11.463 5.802
H -5.126 -10.049 6.518
H 2.789 5.520 -3.788
H 8.136 4.128 0.052
H 11.894 7.028 -4.994
H 11.741 9.190 -6.957
H -2.600 -7.543 -1.997
H -5.195 -14.380 3.487
H -4.811 -5.684 0.478
H 11.112 7.549 -7.229
H -4.694 -7.427 0.604
C -0.980 -4.693 -2.606
H 0.644 5.916 -0.283
N -0.517 -0.416 2.107
C -0.402 0.195 0.774
H 0.178 2.741 -1.015
H -8.912 -12.034 3.589
H -7.470 -10.639 0.806
H -2.808 -1.159 0.794
H -0.286 -4.006 -2.114
H 8.748 5.335 -3.634
C 4.909 4.714 -1.875
H -7.534 -12.213 4.624
H -1.821 -4.100 -2.982
N 10.393 8.484 -5.440
H -1.387 -7.923 -0.093
H -4.138 -8.277 3.670
C -2.179 -7.644 0.608
H -10.004 6.606 1.185
H -0.783 -2.811 1.114
N -7.136 -11.150 2.825
C 0.359 -5.880 0.614
H 6.422 9.800 -6.966
F 1.015 7.216 2.410
C 7.348 3.737 0.785
H 0.109 -6.390 1.548
H -2.085 0.872 2.899
C 1.732 4.877 -1.924
N -2.844 -6.409 0.240
H -6.676 -13.620 3.030
H 4.219 3.840 -1.598
C 0.345 1.585 0.980
H -2.860 -8.500 0.616
N -5.080 -12.274 3.545
H 2.089 6.927 -2.806
H 7.327 4.481 1.663
C -5.595 -13.515 2.948
H -5.748 -7.988 4.376
O 5.837 4.904 -0.777
N 8.075 9.011 -5.887
C -4.826 -8.575 4.463
C -8.008 -11.519 3.924
C 10.861 8.548 -6.855
C -3.597 -12.414 3.456
H -6.718 -9.922 5.777
H 5.049 3.573 0.685
H 1.390 -5.519 0.709
C 1.592 5.259 -0.372
N -5.098 -10.016 4.414
H 9.089 10.526 -4.783
H 7.762 11.087 -5.743
C 11.575 8.031 -4.691
H -3.137 -6.136 -2.928
H -8.667 3.464 0.337
H -6.282 5.016 -0.765
C -4.364 0.170 1.796
C 6.739 8.873 -6.475
H 5.439 4.445 -2.858
C 9.352 6.127 -3.181
H 6.728 8.109 -7.253
H -8.861 7.564 0.117
P -2.160 -4.926 -0.263
P -5.492 -10.684 2.864
H 12.407 8.723 -4.855
C -8.005 4.397 0.501
H 7.416 10.200 -4.261
H 0.742 -3.549 1.520
C -6.497 4.166 -0.018
N -1.453 -5.753 -1.669
H 11.430 8.032 -3.611
H -5.342 -0.392 2.022
C 8.090 10.246 -5.121
H 6.011 2.749 -0.712
H -4.336 -8.294 5.402
H 7.967 8.872 -2.584
C 5.950 3.661 -0.013
N -0.544 -4.772 0.346
C -4.288 -6.559 0.081
H -3.087 -11.585 3.953
F -0.211 5.604 3.573
C 0.956 6.428 3.577
O 7.603 6.696 -5.500
H -6.815 0.699 0.136
H 9.636 9.320 -3.006
H 9.199 6.053 -2.103
H -0.446 -5.122 -3.459
H -1.753 -7.578 1.613
H 7.612 2.697 1.174
C 1.390 4.016 0.609
H 3.790 4.736 3.075
H -7.956 4.558 1.633
O 2.140 5.728 3.886
H 0.394 -6.607 -0.198
H -0.724 -4.088 2.355
H 2.450 5.900 0.019
H -8.798 -11.523 1.527
H 4.118 6.631 -1.080
H -3.770 1.732 0.265
H 2.038 3.791 -2.118
O -2.786 -4.143 0.903
O -5.778 -9.312 2.230
H -6.250 1.948 1.454
C -2.261 -6.645 -2.514
H 4.720 6.810 -2.801
H 0.681 4.988 -2.396
H 10.092 8.962 -7.511
C 2.662 5.941 -2.725
H -4.552 -6.651 -0.978
H -4.260 0.976 2.617
N 8.986 7.428 -3.732
H -1.899 -0.796 3.748
H -3.478 -1.783 2.379
C -3.089 -0.832 1.848
C 8.979 8.487 -2.740
P 8.884 7.546 -5.434
H -5.319 -13.608 1.892
C 2.815 5.229 2.699
C -7.710 -11.437 1.514
H -8.165 6.708 1.587
C -8.935 6.600 0.751
C 4.132 6.104 -2.109
C -5.733 -10.384 5.669
H 9.335 8.150 -1.763
H -7.305 -12.372 1.110
H -3.267 -12.426 2.412
H -4.473 0.150 -0.479
H 2.077 2.762 4.077
C 0.595 2.781 0.040
H -5.757 4.259 0.857
C 1.955 4.035 2.053
C -6.061 1.531 0.397
F 0.746 7.346 4.659
H -3.252 -13.332 3.942
C -6.274 2.697 -0.686

---

4.
39
Properties=species:S:1:pos:R:3 method="wB97M-V/def2-TZVPD" multiplicity=3 homo_lumo_gap_ev="6.440 / 6.010" total_energy_ha=-2886.94574 total_charge=+2
H -1.850 -2.073 1.427
Si -2.136 0.084 0.067
C -0.905 1.548 -0.146
H -2.492 -0.358 -2.519
H -2.114 -0.506 2.560
H -3.487 -1.521 -1.366
H -0.467 5.353 0.797
C -1.247 3.040 0.452
H -2.243 3.284 1.032
N 2.408 5.188 -0.608
H -1.633 -1.836 -1.537
H 0.344 -0.919 -1.661
H -3.823 1.790 1.188
C 2.386 -3.596 1.685
C -0.178 4.320 0.327
H 2.930 -4.623 1.824
H 2.176 -0.779 1.291
C 2.001 -1.385 0.295
C -2.441 -0.969 -1.517
H -4.546 0.939 -0.403
H 1.472 0.221 -2.650
C 1.289 4.190 -0.398
Ni -1.746 -3.500 -2.623
C 1.542 2.667 -0.984
C 0.534 1.336 -0.898
C 2.952 -2.753 0.357
H -4.456 -0.063 1.191
N 2.932 2.564 -1.647
H 1.218 -3.694 1.507
S 3.603 4.177 -1.442
H 0.894 -1.773 0.298
C -1.550 -0.956 1.610
C 1.118 -0.050 -1.543
H 2.823 -3.434 -0.604
O 2.351 -0.552 -0.866
C -3.895 0.793 0.580
H 2.552 -2.874 2.621
H -0.394 -0.794 1.762
H 4.078 -2.485 0.539

---

5.
18
Properties=species:S:1:pos:R:3 method="wB97M-V/def2-TZVPD" multiplicity=1 homo_lumo_gap_ev="7.065 / 7.064" total_energy_ha=-473.11419 relative_energy_ev=5.847
C -2.906 -1.127 -0.063
C -0.025 0.999 -0.127
C 1.981 -1.067 0.381
N -2.179 1.173 0.061
H 3.284 1.883 -0.717
C 1.071 -1.860 0.628
H -3.672 -0.430 -0.221
H 0.421 -2.721 0.600
N -1.144 1.890 0.000
C 2.870 -0.100 -0.004
C -1.780 -0.137 -0.121
H 0.944 2.841 -0.009
H -3.035 -1.581 1.034
N -0.483 -0.284 -0.140
H -2.843 -1.878 -0.800
C 2.493 1.235 -0.224
H 3.868 -0.527 -0.149
C 1.133 1.691 -0.128

---

6.
55
Properties=species:S:1:pos:R:3 method="wB97M-V/def2-TZVPD" multiplicity=1 homo_lumo_gap_ev=3.402 total_energy_ha=-1256.21245 relative_energy_ev=0.622
H 4.298 -2.401 -0.434
O 3.165 -0.677 0.682
C 2.814 1.948 2.781
H 4.009 -6.678 0.099
C 0.189 0.033 4.148
C 0.308 -2.600 -3.500
O 1.039 -2.497 0.549
C 0.591 -0.067 -4.663
C 2.791 -0.475 1.843
C 1.345 -0.950 3.904
H 1.504 -4.718 -2.781
H 2.484 2.238 1.774
O 0.022 -2.737 2.535
H 1.984 1.853 4.783
C -0.436 -0.924 -5.092
C 1.487 -0.478 -3.688
H 1.048 -1.930 4.303
C 2.629 -5.752 -1.273
C 1.374 -1.762 -3.063
C 3.692 -5.752 -0.371
C 0.351 1.366 3.431
H 0.130 0.196 5.233
F 1.926 -6.921 -1.454
H 0.262 1.230 2.347
H 5.228 -4.494 0.502
H 1.419 3.181 3.775
H 2.228 -0.605 4.458
C 2.286 -2.095 -2.021
C -0.774 -3.749 1.882
H -0.750 -0.438 3.833
C 1.708 -1.153 2.468
H 0.129 -3.540 -2.984
H -0.124 -4.554 1.513
H -2.364 -5.038 2.467
H -1.207 -4.705 3.763
H -2.381 -3.468 3.284
H 2.703 -1.247 -1.485
H 4.480 0.773 2.188
H 0.687 0.924 -5.107
C 1.656 2.108 3.766
C 3.873 -3.365 -0.703
H 3.586 2.674 3.077
C 0.949 -2.167 1.720
H -1.299 -2.898 -4.887
H -1.306 -3.295 1.036
C 3.521 0.595 2.692
H -0.488 2.007 3.737
H -1.130 -0.610 -5.873
H 2.309 0.166 -3.368
C 4.349 -4.532 -0.141
H 3.745 0.200 3.691
C -0.541 -2.202 -4.528
C 2.239 -4.631 -1.989
C 2.766 -3.359 -1.606
C -1.736 -4.268 2.913

---

7.
15
Properties=species:S:1:pos:R:3 method="wB97M-V/def2-TZVPD" multiplicity=1 homo_lumo_gap_ev=10.193 total_energy_ha=-287.73240 smiles=COC[C@H]1CN1 relative_energy_ev=2.722
H 2.787 0.066 0.841
H 2.578 -0.099 -0.923
H -1.776 -1.574 0.080
N -1.718 0.386 -0.884
C -1.228 -0.641 0.030
H -1.761 1.171 1.217
H 0.700 -1.398 -0.591
H 2.616 1.518 -0.176
C -2.126 0.426 0.523
H -0.936 1.039 -0.968
C 2.279 0.487 -0.039
C 0.281 -0.757 0.208
H 0.521 -1.244 1.165
H -3.180 0.162 0.630
O 0.877 0.520 0.122

---

8.
117
Properties=species:S:1:pos:R:3 method="wB97M-V/def2-TZVPD" multiplicity=2 homo_lumo_gap_ev="6.716 / 5.954" total_energy_ha=-6078.04617 total_charge=+1 relative_energy_ev=0.852
C -2.854 0.575 3.629
C -2.123 4.107 -2.020
C 0.436 -7.088 -3.783
C -0.971 3.948 0.437
H 1.928 0.237 -2.762
N 0.979 -1.705 -1.101
H -3.815 0.786 4.067
N 0.471 -1.550 4.916
H -1.720 -9.795 -1.573
C -3.174 1.721 1.341
H -2.438 -9.339 -0.014
C -1.368 -7.203 -2.202
H -2.724 -5.548 -2.198
C 4.072 0.017 0.236
H -5.646 -3.433 -1.861
C 1.763 -2.635 -0.588
C -1.574 -3.698 -0.349
H 2.952 -1.170 4.631
C -0.168 -2.532 5.601
H 2.843 -4.477 -0.861
C -1.361 3.024 -1.628
C -0.235 -7.770 -2.785
C 0.489 -3.709 2.686
N 1.006 -0.643 5.775
H -4.672 -2.953 -3.908
H -1.489 -4.293 -3.936
N -0.801 2.931 -0.416
H -1.818 -2.735 -0.804
C 0.724 -1.072 6.993
H 1.132 -4.015 3.497
B 0.377 -1.210 3.442
H -2.875 1.449 0.331
N -5.157 -2.649 -1.466
H 2.155 -4.692 -3.229
H -0.690 -3.325 5.091
C -1.704 -9.063 -0.764
C -1.704 5.077 0.127
H 3.124 2.123 -4.310
N -1.159 0.494 2.181
O -2.093 -7.775 -1.230
H 3.462 4.560 -0.033
C 1.165 -0.325 8.210
H 0.648 1.657 3.573
O -0.831 0.076 -2.149
C -0.586 -0.785 -4.310
H -0.516 3.840 1.411
C -0.782 -3.482 0.899
H 0.115 -5.469 1.407
H -4.234 1.506 1.456
Br -3.359 6.627 -1.580
C -0.025 -4.423 1.629
H 3.507 -0.339 -0.622
N 1.295 2.376 1.687
H 1.474 4.741 -0.183
C -1.823 -5.951 -2.642
H 1.175 -0.983 9.077
H 2.593 3.248 4.567
N 0.755 -5.194 -5.191
H -1.011 -4.307 -1.059
C 0.909 -2.928 -3.171
C 2.893 3.690 2.418
C -2.297 5.144 -1.120
C -2.401 0.953 2.361
C -1.129 -5.258 -3.600
C 1.328 2.288 3.027
C 2.942 3.297 -2.441
H 0.122 -8.740 -2.472
C 2.189 1.248 -2.500
C 2.935 -0.882 3.596
H 3.696 4.404 2.344
C -4.351 -1.850 -2.190
C -0.025 -2.271 6.937
C -0.348 -0.784 -2.885
N -0.726 -2.293 1.476
H 4.222 1.092 0.119
N 2.428 2.989 -1.248
N 2.269 3.251 1.320
H -1.134 0.054 -4.719
H -1.813 5.879 0.843
B 2.406 3.985 -0.046
H 5.031 -0.705 2.935
H -1.763 -0.617 5.146
H -2.577 4.138 -3.000
H -1.217 2.181 -2.291
H -3.624 -1.592 -4.055
N -0.806 -0.192 3.301
C -1.823 -0.144 4.180
C 0.026 -5.817 -4.174
N -4.114 -2.241 -3.466
N 1.775 -0.690 2.949
C 0.466 -2.951 -4.557
C 2.183 -3.751 -1.316
H -0.390 -2.856 7.765
H -0.713 -9.034 -0.308
C 2.325 3.104 3.535
H -0.373 -1.799 -6.166
H 3.377 4.268 -2.615
C 1.778 -3.882 -2.621
H -3.037 2.795 1.467
H 1.311 -7.520 -4.252
H 2.103 -2.477 0.429
N 1.959 1.727 -1.268
C 3.374 -0.295 1.519
C 3.976 -0.637 2.729
H 2.164 0.086 8.068
C 2.810 2.206 -3.284
C 0.530 -1.853 -2.358
S -3.646 -0.484 -1.540
Bi 0.371 0.713 0.275
H 0.489 0.505 8.419
N 0.701 -3.974 -5.394
N 2.042 -0.336 1.662
H 5.051 -0.460 0.240
N 0.043 -2.438 2.580
H -2.507 -4.221 -0.129
C -0.160 -1.798 -5.104
H -5.333 -2.397 -0.510

---

9.
11
Properties=species:S:1:pos:R:3 method="wB97M-V/def2-TZVPD" multiplicity=1 homo_lumo_gap_ev=9.547 total_energy_ha=-2557.35223 relative_energy_ev=1.003
H -1.357 2.741 -1.568
C 0.249 0.030 1.060
Se 0.252 -0.626 -1.555
H 0.093 0.327 2.083
C -0.147 0.562 -0.125
H 0.951 -2.803 -0.776
H -0.629 1.535 -0.192
C 0.662 -1.381 0.907
H 0.947 -1.954 1.764
C 0.565 -1.923 -0.359
H -1.587 3.491 -1.238

---

What is the multiplicity in the third record?
1

---

Look up the multiplicity of the eighth one.
2

---

Which of these has the highest multiplicity?
C13H20N2NiOSSi